--- A ---
2 unconnected molecules or ions with the total composition C4H9NO3, computed with the ωB97M-V functional and the def2-TZVPD basis.

Cartesian coordinates (Å):
H -1.35165 1.01856 3.46412
H 0.56773 -0.07590 -1.51534
N 0.37844 0.55334 -0.72162
C -0.13323 -0.08827 0.43813
H 0.38776 -4.65212 -1.42622
H -1.77980 1.53478 1.78915
H 0.00321 -3.24458 -0.95364
C -1.24405 0.77711 2.41433
C 0.08953 0.40515 1.84729
O -0.67018 -1.20572 0.17692
C 0.40254 1.92579 -0.94772
H -1.90517 -0.15587 2.25248
H 0.27880 2.55796 -0.02752
O 0.72172 -3.75008 -1.37042
H 0.91541 1.09612 1.90543
O 0.58938 2.45469 -2.03161
H 0.38991 -0.57388 2.28860

⟨S²⟩: 0.76
Spin multiplicity: 2
Total charge: -1
LUMO (spin up / spin down): 3.75 / 3.66 eV
Highest occupied orbital energy (spin up / spin down): 0.21 / -4.57 eV

natural (NBO) atomic charge list, values in e, 2 entries: atom 1 (H): 0.1778, atom 2 (H): 0.3966



--- B ---
2 unconnected molecules or ions with the total composition C4H9NO3, computed with the ωB97M-V functional and the def2-TZVPD basis.

Cartesian coordinates (Å):
H 1.96367 1.10159 -1.62526
H -0.46189 1.53608 0.16410
O -2.77321 -0.73514 1.09321
O 1.66341 2.75047 -0.36821
C 0.14865 -1.17838 0.16878
C -0.09076 1.13432 -0.77974
O 0.03587 -2.39496 0.01539
H 0.90304 -1.21541 2.19960
C 0.67614 -0.52167 1.40002
H -0.00579 0.22230 1.79028
H -2.72539 -1.67314 1.32096
N -0.19281 -0.32960 -0.82110
C 1.28401 1.67687 -0.99103
H -2.21461 -0.62622 0.30736
H -0.80935 1.50936 -1.52932
H -0.43297 -0.79308 -1.68280
H 1.58187 0.02451 1.12334

⟨S²⟩: 0.75
Spin multiplicity: 2
Total charge: -1
LUMO (spin up / spin down): 3.62 / 3.56 eV
Highest occupied orbital energy (spin up / spin down): -0.21 / -3.55 eV

natural (NBO) atomic charge list, values in e, 2 entries: atom 1 (H): 0.0728, atom 2 (H): 0.1913



The computed energies, referenced to the most stable structure and given in kJ/mol, are A 10.7; B 0.0.



--- A ---
A molecular structure, C3H3AuO3, computed with the ωB97M-V functional and the def2-TZVPD basis.

Cartesian coordinates (Å):
H 1.32438 1.05342 1.52629
O -1.05456 -0.73589 -0.77869
H 0.79294 -0.89324 1.50007
O 0.27877 0.98743 -0.26048
Au -2.71981 -0.31462 -1.46557
C 1.76262 -0.73210 0.49750
C -0.88955 0.50831 -0.69053
C 0.94487 0.33774 0.78368
H 1.37795 -1.52565 -0.15446
O -1.81762 1.31460 -0.95783

⟨S²⟩: 3.76
Spin multiplicity: 4
Total charge: +1
LUMO (spin up / spin down): -7.24 / -9.27 eV
Highest occupied orbital energy (spin up / spin down): -10.84 / -15.29 eV

Löwdin atomic charge list, values in e, 2 entries: atom 1 (H): 0.1835, atom 2 (O): -0.1697



--- B ---
A molecular structure, C3H3AuO3, computed with the ωB97M-V functional and the def2-TZVPD basis.

Cartesian coordinates (Å):
H -2.59608 -1.01772 1.01963
O 4.25562 -0.79860 0.01473
Au 0.92435 1.04017 -0.63665
C 3.36806 0.01035 0.01042
H -2.64513 1.22037 0.11157
H -1.15416 -1.45370 -0.10000
C -1.75781 0.59027 -0.06388
O -0.69622 1.20524 -0.55488
C -1.77807 -0.69126 0.37554
O 2.07944 -0.10513 -0.17648

⟨S²⟩: 3.78
Spin multiplicity: 4
Total charge: +1
LUMO (spin up / spin down): -4.87 / -8.83 eV
Highest occupied orbital energy (spin up / spin down): -12.24 / -15.34 eV

natural (NBO) atomic charge list, values in e, 2 entries: atom 1 (H): 0.2580, atom 2 (O): -0.4469



The computed energies, referenced to the most stable structure and given in kJ/mol, are A 85.8; B 0.0.



--- A ---
4 unconnected molecules or ions with the total composition C3H12O5, computed with the ωB97M-V functional and the def2-TZVPD basis.

Cartesian coordinates (Å):
C 0.68539 0.48664 0.15748
H 1.98543 -0.65120 -0.95703
H 0.78125 2.16151 2.34596
H -3.02856 -0.33114 -0.29601
H -1.20138 0.44249 0.69659
O 0.81662 1.50170 -0.50238
O -1.10007 -2.62053 0.16790
O 2.76313 0.75381 -2.42309
H -1.06348 1.91069 2.74360
C -0.34354 1.85578 2.02427
O -3.39339 -1.12014 0.01098
O 1.21931 -0.72840 -0.26184
H -0.31874 -3.14782 -0.04681
H -0.45798 -1.92104 0.37923
H 2.41626 1.20029 -1.67100
H 1.97668 0.55328 -2.76997
H -0.52589 2.64881 1.16893
H -0.24092 -0.45242 1.88980
C -0.33992 0.50104 1.25761
H -2.77898 -1.76564 -0.05206

LUMO: 0.23 eV
Highest occupied orbital energy: -11.22 eV

natural (NBO) atomic charge list, values in e, 2 entries: atom 1 (C): 0.8115, atom 2 (H): 0.5306



--- B ---
4 unconnected molecules or ions with the total composition C3H12O5, computed with the ωB97M-V functional and the def2-TZVPD basis.

Cartesian coordinates (Å):
H -0.69277 -3.60858 -1.98429
H -2.94234 -1.35049 -2.60888
C -1.62148 -3.82412 0.02868
H -1.09159 -4.68896 0.41038
H 0.13013 -2.87441 -0.60214
H 1.36511 5.92111 1.11023
O 0.20595 4.88179 2.14000
H 3.35479 -0.20821 -0.34604
C -0.83965 -3.05772 -1.05831
C -1.62404 -1.79118 -1.30596
H 0.27921 4.30204 2.90594
H 4.02545 -1.37030 0.43307
O 4.19981 -0.55186 -0.04149
H -2.09816 -3.20036 0.77519
O -2.00687 -1.61801 -2.60441
H -2.54239 -4.20533 -0.42944
H 2.45845 7.05692 1.24905
O 1.93552 6.54364 0.63048
H -0.64997 4.61828 1.75933
O -1.84515 -0.97425 -0.46137

LUMO: 0.36 eV
Highest occupied orbital energy: -10.63 eV

natural (NBO) atomic charge list, values in e, 2 entries: atom 1 (H): 0.2282, atom 2 (H): 0.4972



The computed energies, referenced to the most stable structure and given in kJ/mol, are A 91.3; B 0.0.